4
Properties=species:S:1:pos:R:3:forces:R:3 method="wB97M-V/def2-TZVPD" homo_energy_ev="-15.4 / -15.4" total_energy_ev=-5028.014 fmax_ev_per_a=4.4 relative_energy_ev=3.583 charge=+1 e_lumo_ev="-10.01 / -10.01"
N 1.60157 -0.07883 0.02246 -3.2 0.0 0.3
N -1.56269 0.00934 0.15799 -4.0 0.4 -1.0
O -2.60537 0.12504 -0.11406 4.2 -0.5 1.0
H 2.56649 -0.05554 -0.06639 3.0 0.1 -0.3